Entry 1:
Density functional theory data (ωB97M-V/def2-TZVPD) for 13 unconnected molecules or ions with the total composition C27H80O13.

Geometry as XYZ:
```
120
Properties=species:S:1:pos:R:3
C 3.504 -0.418 -4.190
C 3.073 -0.276 -5.682
C 1.787 -0.910 -6.043
O 3.031 1.113 -6.009
H 3.710 -1.413 -3.876
H 2.632 -0.197 -3.581
H 4.421 0.142 -4.044
H 3.868 -0.623 -6.322
H 1.865 -1.959 -5.919
H 1.564 -0.803 -7.129
H 0.934 -0.477 -5.471
H 2.254 1.459 -5.605
C 2.116 -4.702 -0.448
C 1.948 -3.344 0.235
C 0.845 -2.483 -0.464
O 1.662 -3.540 1.618
H 2.730 -5.462 0.071
H 2.573 -4.671 -1.474
H 1.157 -5.225 -0.472
H 2.865 -2.729 0.134
H -0.174 -2.898 -0.387
H 1.137 -2.325 -1.542
H 0.951 -1.462 -0.051
H 2.379 -3.776 2.128
C 4.754 1.028 -0.420
C 3.403 0.730 0.155
C 2.761 1.840 0.951
O 2.550 0.471 -0.977
H 5.113 0.307 -1.156
H 5.551 1.362 0.234
H 4.664 1.973 -0.999
H 3.334 -0.155 0.758
H 3.170 1.866 1.971
H 1.682 1.766 1.018
H 3.048 2.805 0.366
H 2.077 1.273 -1.224
C -2.060 2.657 -2.785
C -1.211 1.595 -2.019
C -0.957 0.280 -2.852
O 0.089 2.151 -1.611
H -2.480 3.530 -2.268
H -3.010 2.140 -3.182
H -1.547 3.036 -3.634
H -1.617 1.266 -1.079
H -0.943 0.544 -3.953
H -1.727 -0.458 -2.700
H -0.032 -0.115 -2.438
H -0.006 2.942 -1.059
C -3.169 3.301 1.832
C -2.420 4.370 2.545
C -1.207 3.772 3.234
O -2.000 5.486 1.563
H -3.291 2.472 2.479
H -2.564 2.854 0.971
H -4.115 3.674 1.425
H -2.954 4.909 3.286
H -0.689 4.613 3.791
H -0.536 3.276 2.542
H -1.530 2.999 3.992
H -1.850 6.287 2.146
C -2.925 -4.986 1.805
C -3.399 -3.737 1.192
C -4.903 -3.663 0.975
O -3.068 -2.639 2.044
H -1.870 -4.886 2.147
H -2.891 -5.942 1.141
H -3.508 -5.153 2.704
H -2.882 -3.528 0.275
H -5.443 -4.132 1.786
H -5.139 -4.052 -0.046
H -5.180 -2.547 0.962
H -2.173 -2.713 2.454
C 4.940 -1.790 3.098
C 4.530 -3.075 3.818
C 3.312 -2.822 4.715
O 4.141 -4.132 2.913
H 5.735 -1.961 2.374
H 5.175 -0.965 3.722
H 4.059 -1.533 2.507
H 5.346 -3.315 4.542
H 3.524 -2.053 5.426
H 3.122 -3.712 5.356
H 2.426 -2.534 4.125
H 4.912 -4.345 2.364
C -3.964 0.109 0.103
O -2.847 0.216 0.914
H -4.421 1.079 -0.085
H -3.523 -0.268 -0.853
H -4.642 -0.648 0.435
H -2.738 -0.631 1.362
C -6.969 2.935 -2.531
O -7.694 1.858 -2.057
H -5.979 2.625 -2.931
H -7.440 3.269 -3.446
H -6.926 3.686 -1.787
H -8.039 2.004 -1.199
C -0.001 -4.514 4.507
O -0.289 -3.323 3.750
H -0.927 -4.778 4.953
H 0.407 -5.316 3.900
H 0.728 -4.308 5.318
H 0.268 -3.307 2.915
C -0.531 5.816 -1.550
O -0.396 4.685 -0.684
H -1.345 5.715 -2.217
H -0.714 6.751 -1.012
H 0.445 5.849 -2.060
H -0.851 4.851 0.149
C -0.243 -0.064 2.826
O -1.058 -0.718 3.798
H -0.134 -0.683 1.991
H -0.564 0.963 2.496
H 0.833 0.117 3.162
H -0.632 -1.520 4.119
C 1.721 3.947 -3.890
O 0.919 2.880 -4.415
H 1.800 3.882 -2.793
H 2.838 3.962 -4.215
H 1.300 4.906 -4.077
H 0.653 2.317 -3.673
```

Computed properties:
HOMO level   -9.5 eV
Energy relative to the best compared isomer or geometry (same formula, charge and spin)   552.7 kJ/mol
Frontier orbital gap   9.929 eV
Spin multiplicity   1
Charge   0

Atomic partial charges in e from the Mulliken method, atoms 1 to 99: atom 1 (C): -0.903, atom 2 (C): 0.284, atom 3 (C): -1.052, atom 4 (O): -0.582, atom 5 (H): 0.477, atom 6 (H): -0.004, atom 7 (H): 0.293, atom 8 (H): 0.379, atom 9 (H): 0.414, atom 10 (H): 0.346, atom 11 (H): 0.007, atom 12 (H): 0.352, atom 13 (C): -1.538, atom 14 (C): 0.857, atom 15 (C): -0.596, atom 16 (O): -0.254, atom 17 (H): 0.390, atom 18 (H): 0.320, atom 19 (H): 0.336, atom 20 (H): -0.041, atom 21 (H): 0.202, atom 22 (H): 0.342, atom 23 (H): -0.233, atom 24 (H): 0.023, atom 25 (C): -1.609, atom 26 (C): 1.683, atom 27 (C): -1.243, atom 28 (O): 0.021, atom 29 (H): 0.311, atom 30 (H): 0.429, atom 31 (H): 0.305, atom 32 (H): -0.747, atom 33 (H): 0.364, atom 34 (H): 0.191, atom 35 (H): 0.308, atom 36 (H): -0.131, atom 37 (C): -1.390, atom 38 (C): 0.900, atom 39 (C): -1.041, atom 40 (O): 0.466, atom 41 (H): 0.262, atom 42 (H): 0.302, atom 43 (H): 0.293, atom 44 (H): -0.117, atom 45 (H): 0.226, atom 46 (H): 0.595, atom 47 (H): -0.047, atom 48 (H): -0.077, atom 49 (C): -0.927, atom 50 (C): 0.262, atom 51 (C): -0.764, atom 52 (O): -0.634, atom 53 (H): 0.437, atom 54 (H): -0.124, atom 55 (H): 0.374, atom 56 (H): 0.441, atom 57 (H): 0.368, atom 58 (H): -0.156, atom 59 (H): 0.363, atom 60 (H): 0.302, atom 61 (C): -1.091, atom 62 (C): 0.865, atom 63 (C): -1.281, atom 64 (O): -0.516, atom 65 (H): 0.169, atom 66 (H): 0.329, atom 67 (H): 0.299, atom 68 (H): 0.048, atom 69 (H): 0.364, atom 70 (H): 0.318, atom 71 (H): 0.270, atom 72 (H): 0.213, atom 73 (C): -0.955, atom 74 (C): 0.413, atom 75 (C): -0.937, atom 76 (O): -0.565, atom 77 (H): 0.344, atom 78 (H): 0.470, atom 79 (H): -0.042, atom 80 (H): 0.278, atom 81 (H): 0.489, atom 82 (H): 0.295, atom 83 (H): -0.105, atom 84 (H): 0.302, atom 85 (C): -0.329, atom 86 (O): 0.105, atom 87 (H): 0.228, atom 88 (H): 0.122, atom 89 (H): -0.013, atom 90 (H): 0.046, atom 91 (C): -0.355, atom 92 (O): -0.519, atom 93 (H): 0.032, atom 94 (H): 0.267, atom 95 (H): 0.277, atom 96 (H): 0.308, atom 97 (C): -0.844, atom 98 (O): -0.256, atom 99 (H): 0.371

***

Entry 2:
Density functional theory data (ωB97M-V/def2-TZVPD) for C6H7ClO in the gas phase.

Geometry as XYZ:
```
15
Properties=species:S:1:pos:R:3
C 1.134 0.569 -1.320
C 0.878 0.886 -0.013
Cl 1.053 2.622 0.326
C 0.736 -0.019 1.205
C -0.301 -1.138 1.047
C -1.135 -1.092 0.044
C -1.645 -0.033 -0.733
O -2.056 0.953 -0.246
H 1.630 -0.451 -1.418
H 1.447 1.402 -1.957
H 0.434 0.525 2.110
H 1.717 -0.481 1.207
H -0.236 -1.914 1.694
H -1.939 -1.848 0.002
H -1.716 0.018 -1.948
```

Computed properties:
HOMO level   -9.3 eV
Energy relative to the best compared isomer or geometry (same formula, charge and spin)   333.5 kJ/mol
Structure (SMILES)   C=C(Cl)C/C=C\C=O
Frontier orbital gap   9.858 eV
Spin multiplicity   1
Charge   0

The net atomic charges from Mulliken, expressed in e, are: atom 1 (C): -0.854, atom 2 (C): 0.401, atom 3 (Cl): -0.220, atom 4 (C): -0.560, atom 5 (C): -0.531, atom 6 (C): -0.126, atom 7 (C): -0.092, atom 8 (O): -0.393, atom 9 (H): 0.233, atom 10 (H): 0.354, atom 11 (H): 0.372, atom 12 (H): 0.321, atom 13 (H): 0.514, atom 14 (H): 0.304, atom 15 (H): 0.277

***

Entry 3:
Density functional theory data (ωB97M-V/def2-TZVPD) for 8 unconnected molecules or ions with the total composition C51H98BF4N11O3.

Geometry as XYZ:
```
168
Properties=species:S:1:pos:R:3
C -0.829 -5.397 -2.450
C 0.471 -5.329 -3.245
C 0.214 -4.453 -4.501
C 1.405 -3.787 -5.194
C 2.196 -3.028 -4.119
C 2.678 -3.857 -2.915
N 1.526 -4.683 -2.349
O 1.852 -5.241 -1.139
C 3.195 -2.762 -1.929
C 3.925 -4.737 -3.383
C 1.072 -6.709 -3.632
H -1.705 -5.666 -3.040
H -1.147 -4.454 -2.006
H -0.750 -6.206 -1.724
H -0.367 -3.586 -4.186
H -0.461 -4.968 -5.185
H 1.202 -3.021 -5.943
H 1.887 -4.564 -5.788
H 1.509 -2.261 -3.762
H 3.044 -2.554 -4.613
H 3.803 -3.155 -1.114
H 2.381 -2.261 -1.403
H 3.746 -2.010 -2.494
H 4.230 -5.365 -2.546
H 4.724 -4.063 -3.692
H 3.767 -5.509 -4.136
H 1.095 -7.447 -2.831
H 2.050 -6.709 -4.113
H 0.543 -7.255 -4.414
C -1.515 5.285 4.674
C -0.834 3.968 5.187
C -0.882 2.803 4.169
C 0.117 2.893 3.008
C 1.563 3.150 3.453
C 1.781 4.291 4.545
N 0.663 4.107 5.654
O 1.047 3.845 7.083
C 1.613 5.687 3.730
C 3.143 4.208 5.263
C -1.679 3.452 6.376
H -1.356 5.667 3.666
H -1.405 6.151 5.327
H -2.587 5.099 4.731
H -1.866 2.580 3.756
H -0.607 1.954 4.794
H -0.207 3.624 2.267
H 0.037 1.973 2.430
H 2.155 3.339 2.557
H 1.842 2.205 3.918
H 0.769 5.664 3.041
H 2.474 5.804 3.072
H 1.204 6.516 4.308
H 3.965 4.216 4.547
H 3.398 3.359 5.896
H 3.418 5.040 5.912
H -2.682 3.426 5.951
H -1.609 4.120 7.235
H -1.441 2.465 6.774
C -2.378 2.154 -2.631
C -2.762 1.767 -4.085
C -1.591 1.238 -4.921
C -1.101 -0.204 -4.619
C -2.301 -1.216 -4.614
C -3.561 -0.762 -3.845
N -3.917 0.748 -4.071
O -5.132 1.306 -3.641
C -3.423 -1.056 -2.359
C -4.774 -1.579 -4.321
C -3.268 3.085 -4.801
H -1.504 2.771 -2.841
H -2.187 1.267 -2.027
H -3.202 2.679 -2.148
H -0.836 2.014 -4.799
H -2.072 1.231 -5.899
H -0.673 -0.278 -3.619
H -0.246 -0.533 -5.210
H -1.863 -2.207 -4.496
H -2.515 -1.072 -5.673
H -3.774 -2.041 -2.049
H -4.142 -0.422 -1.840
H -2.402 -0.942 -1.997
H -5.704 -1.045 -4.126
H -4.851 -2.577 -3.889
H -4.830 -1.715 -5.401
H -2.353 3.677 -4.812
H -4.118 3.576 -4.327
H -3.591 2.829 -5.811
C 2.160 3.824 -0.642
C 1.070 3.761 -1.696
N 1.537 3.101 -2.914
C 1.994 1.788 -3.007
C 2.311 1.632 -4.386
N 2.006 2.797 -5.044
C 1.497 3.675 -4.120
C 2.154 2.986 -6.440
H 1.649 4.477 0.065
H 3.113 4.326 -0.811
H 2.378 2.917 -0.078
H 0.703 4.737 -2.013
H 0.200 3.232 -1.308
H 2.013 1.205 -2.098
H 2.608 0.797 -5.003
H 1.230 4.693 -4.361
H 1.327 2.590 -7.030
H 3.091 2.546 -6.784
H 2.132 4.046 -6.692
C 1.689 -4.156 6.277
C 0.259 -3.826 6.571
N -0.365 -3.414 5.285
C -0.585 -4.304 4.301
C -1.030 -3.539 3.263
N -1.076 -2.188 3.564
C -0.607 -2.093 4.843
C -1.259 -0.974 2.752
H 2.207 -3.308 5.830
H 1.889 -4.964 5.573
H 2.168 -4.291 7.247
H 0.278 -2.968 7.244
H -0.171 -4.738 6.984
H -0.484 -5.368 4.453
H -1.406 -3.931 2.329
H -0.388 -1.239 5.466
H -1.819 -0.311 3.411
H -1.733 -1.193 1.795
H -0.415 -0.289 2.665
C -6.555 4.924 -1.947
C -6.810 3.354 -1.660
N -5.872 2.771 -0.710
C -5.691 1.427 -0.399
C -4.745 1.225 0.512
N -4.067 2.464 0.627
C -4.809 3.389 -0.068
C -2.872 2.769 1.363
H -5.496 5.097 -2.136
H -6.780 5.548 -1.082
H -7.278 5.315 -2.662
H -6.678 2.698 -2.520
H -7.842 3.054 -1.481
H -6.408 0.773 -0.874
H -4.405 0.296 0.947
H -4.651 4.457 -0.026
H -2.056 2.967 0.668
H -2.546 1.928 1.975
H -2.995 3.509 2.154
C 7.261 -3.495 3.346
C 6.528 -2.497 4.208
N 5.092 -2.495 3.754
C 4.209 -1.492 3.778
C 3.021 -1.905 3.211
N 3.176 -3.210 2.902
C 4.478 -3.616 3.281
C 2.368 -4.047 2.082
H 8.338 -3.375 3.460
H 7.055 -3.429 2.278
H 7.030 -4.464 3.790
H 6.817 -1.457 4.056
H 6.593 -2.438 5.294
H 4.505 -0.503 4.095
H 2.116 -1.396 2.914
H 4.937 -4.570 3.068
H 1.872 -3.511 1.273
H 1.595 -4.507 2.699
H 2.999 -4.835 1.671
B 0.688 -0.271 0.018
F -0.347 0.595 0.379
F 0.561 -0.718 -1.291
F 1.892 0.480 0.228
F 0.741 -1.386 0.721
```

Computed properties:
<S²>   0.7551
HOMO level (spin up / spin down)   -17.4 / -18.4 eV
Frontier orbital gap (spin up / spin down)   3.717 / 4.665 eV
Spin multiplicity   2
Charge   +5

Atomic partial charges in e from the Mulliken method, atoms 1 to 99: atom 1 (C): -1.856, atom 2 (C): 1.462, atom 3 (C): -0.808, atom 4 (C): -1.168, atom 5 (C): -0.917, atom 6 (C): 1.386, atom 7 (N): 1.186, atom 8 (O): -0.332, atom 9 (C): -1.614, atom 10 (C): -1.543, atom 11 (C): -1.465, atom 12 (H): 0.416, atom 13 (H): 0.336, atom 14 (H): 0.453, atom 15 (H): -0.280, atom 16 (H): 0.765, atom 17 (H): 0.598, atom 18 (H): 0.361, atom 19 (H): -0.084, atom 20 (H): 0.672, atom 21 (H): 0.413, atom 22 (H): 0.175, atom 23 (H): 0.470, atom 24 (H): 0.464, atom 25 (H): 0.398, atom 26 (H): 0.307, atom 27 (H): 0.393, atom 28 (H): 0.287, atom 29 (H): 0.408, atom 30 (C): -1.513, atom 31 (C): 1.255, atom 32 (C): -1.168, atom 33 (C): 1.491, atom 34 (C): -1.482, atom 35 (C): 1.506, atom 36 (N): 0.473, atom 37 (O): -0.196, atom 38 (C): -1.371, atom 39 (C): -1.710, atom 40 (C): -1.670, atom 41 (H): 0.333, atom 42 (H): 0.396, atom 43 (H): 0.478, atom 44 (H): 0.464, atom 45 (H): 0.200, atom 46 (H): 0.163, atom 47 (H): -1.086, atom 48 (H): 0.363, atom 49 (H): 0.371, atom 50 (H): 0.255, atom 51 (H): 0.449, atom 52 (H): 0.381, atom 53 (H): 0.401, atom 54 (H): 0.425, atom 55 (H): 0.435, atom 56 (H): 0.451, atom 57 (H): 0.432, atom 58 (H): 0.395, atom 59 (C): -0.430, atom 60 (C): 1.180, atom 61 (C): -1.276, atom 62 (C): 1.038, atom 63 (C): -1.700, atom 64 (C): 2.238, atom 65 (N): 0.236, atom 66 (O): -0.466, atom 67 (C): -1.151, atom 68 (C): -1.723, atom 69 (C): -1.442, atom 70 (H): -0.016, atom 71 (H): 0.309, atom 72 (H): -0.280, atom 73 (H): -0.015, atom 74 (H): 0.572, atom 75 (H): -0.851, atom 76 (H): 0.737, atom 77 (H): 0.143, atom 78 (H): 0.503, atom 79 (H): 0.661, atom 80 (H): -0.185, atom 81 (H): -0.186, atom 82 (H): 0.416, atom 83 (H): 0.380, atom 84 (H): 0.406, atom 85 (H): 0.366, atom 86 (H): 0.188, atom 87 (H): 0.502, atom 88 (C): -1.146, atom 89 (C): -0.141, atom 90 (N): 0.412, atom 91 (C): -0.369, atom 92 (C): -1.156, atom 93 (N): 0.278, atom 94 (C): -0.224, atom 95 (C): -0.783, atom 96 (H): 0.325, atom 97 (H): 0.405, atom 98 (H): 0.201, atom 99 (H): 0.526

***

Summary of strongest force on any atom in eV/A
4.3 5.4 10.6
(order as listed above)
Summary of E_tot in eV
-55909.6101 -20902.0770 -88503.3372
(order as listed above)